Record 1
Here is the ion C23H29N2O3S with charge +1 at a distorted geometry from the OMol25 dataset. Energies are from ωB97M-V with the def2-TZVPD basis set.

- Total energy: -44253.954 eV
- HOMO energy: -10.83 eV
- LUMO energy: -3.657 eV
- Charge: +1

Atoms and positions in Å:
C 3.080 3.901 -2.606
C 1.743 3.596 -1.849
N 2.233 2.644 -0.691
C 2.901 3.421 0.213
C 2.283 2.980 1.658
C 3.118 1.374 -0.929
C 2.125 0.412 -1.915
O 2.709 0.327 -3.454
C 1.989 -0.871 -1.259
N 0.829 -1.368 -0.693
C -0.386 -1.698 -1.331
C -0.543 -1.440 -2.552
C -1.787 -1.906 -2.995
C -2.512 -2.860 -2.424
C -2.354 -3.329 -1.270
C -0.980 -2.843 -0.650
S 0.595 -0.120 0.782
O 0.046 0.986 -0.053
O 1.964 -0.142 1.346
C -0.671 -0.936 1.719
C -0.302 -1.748 2.669
C -1.113 -2.459 3.565
C -2.790 -1.901 3.221
C -3.713 -2.712 3.926
C -4.950 -2.238 3.851
C -5.326 -1.353 2.834
C -4.405 -0.937 1.935
C -3.080 -1.031 2.155
C -2.067 -0.620 1.281
H 3.549 3.133 -3.030
H 2.579 4.534 -3.462
H 3.625 4.575 -1.932
H 1.146 4.307 -1.632
H 1.388 2.781 -2.699
H 1.166 2.180 -0.345
H 3.873 3.242 0.360
H 2.590 4.250 0.162
H 2.805 3.576 2.409
H 2.343 1.877 1.888
H 1.305 3.082 1.956
H 3.794 1.740 -1.578
H 3.095 0.972 -0.158
H 1.021 0.776 -2.181
H 3.505 -0.011 -3.451
H 2.874 -1.250 -0.574
H 2.031 -1.766 -2.018
H -0.275 -0.626 -3.357
H -1.950 -1.741 -4.179
H -3.473 -3.348 -3.012
H -2.627 -4.096 -0.767
H -0.773 -3.017 0.291
H 0.857 -1.977 2.738
H -0.958 -3.019 4.478
H -3.146 -3.337 4.827
H -5.663 -2.666 4.427
H -6.315 -1.165 2.663
H -4.640 -0.168 1.006
H -2.364 0.029 0.687

What are the Mulliken partial charges on each atom? They are as follows, in elementary charge units: atom 1 (C): -1.138, atom 2 (C): -0.661, atom 3 (N): 0.460, atom 4 (C): -0.961, atom 5 (C): -1.405, atom 6 (C): -3.555, atom 7 (C): 1.090, atom 8 (O): -0.542, atom 9 (C): -1.920, atom 10 (N): 0.230, atom 11 (C): 0.294, atom 12 (C): 0.855, atom 13 (C): -0.724, atom 14 (C): -0.265, atom 15 (C): -1.198, atom 16 (C): -1.032, atom 17 (S): 1.486, atom 18 (O): -0.926, atom 19 (O): -0.736, atom 20 (C): -0.519, atom 21 (C): 0.266, atom 22 (C): -1.208, atom 23 (C): 0.651, atom 24 (C): -0.531, atom 25 (C): -0.410, atom 26 (C): -0.793, atom 27 (C): -0.362, atom 28 (C): 0.502, atom 29 (C): -0.933, atom 30 (H): 0.404, atom 31 (H): 0.390, atom 32 (H): 0.327, atom 33 (H): 0.792, atom 34 (H): 0.255, atom 35 (H): 0.435, atom 36 (H): 0.387, atom 37 (H): 1.035, atom 38 (H): 0.435, atom 39 (H): 0.312, atom 40 (H): 0.500, atom 41 (H): 0.930, atom 42 (H): 1.960, atom 43 (H): 0.192, atom 44 (H): 0.321, atom 45 (H): 0.296, atom 46 (H): 0.625, atom 47 (H): 0.184, atom 48 (H): 0.210, atom 49 (H): 0.170, atom 50 (H): 0.725, atom 51 (H): 0.944, atom 52 (H): 0.233, atom 53 (H): 0.405, atom 54 (H): 0.137, atom 55 (H): 0.524, atom 56 (H): 0.487, atom 57 (H): 0.196, atom 58 (H): 1.174

---

Record 2
Here is a cluster of 2 separate species, CHF2IS in total at a distorted geometry from the OMol25 dataset. Energies are from ωB97M-V with the def2-TZVPD basis set.

- Total energy: -25421.907 eV
- HOMO energy (alpha / beta): -9.16 / -8.99 eV
- LUMO energy (alpha / beta): -1.484 / -2.278 eV
- Charge: 0
- Energy above the lowest of the compared OMol25 structures with the same formula, charge and spin: 35.6 kcal/mol

Atoms and positions in Å:
C -0.124 -0.466 -0.150
F -0.197 -0.475 -1.450
F 0.328 -1.660 0.250
S -1.263 0.187 0.921
I 2.385 1.134 0.083
H -1.128 1.280 0.347

What are the Mulliken partial charges on each atom? They are as follows, in elementary charge units: atom 1 (C): 0.299, atom 2 (F): -0.096, atom 3 (F): -0.143, atom 4 (S): -0.033, atom 5 (I): -0.190, atom 6 (H): 0.163

---

Record 3
Here is a cluster of 9 separate species, C18H46N5O10S3 in total at a distorted geometry from the OMol25 dataset. Energies are from ωB97M-V with the def2-TZVPD basis set.

- Total energy: -79819.211 eV
- HOMO energy: -15.00 eV
- LUMO energy: -7.403 eV
- Charge: +3
- Energy above the lowest of the compared OMol25 structures with the same formula, charge and spin: 0.0 kcal/mol

Atoms and positions in Å:
N -3.839 0.984 2.975
H -3.200 0.894 2.123
H -3.811 0.088 3.463
H -4.778 1.305 2.752
H -3.448 1.713 3.581
N -1.360 -2.363 -3.010
H -0.919 -2.721 -3.857
H -2.337 -2.639 -2.960
H -1.387 -1.337 -3.123
H -0.742 -2.517 -2.180
N 3.766 -0.961 0.726
H 3.095 -0.878 1.507
H 3.712 -1.818 0.179
H 4.721 -0.831 1.054
H 3.476 -0.209 0.075
N 3.176 -0.158 -4.318
H 3.257 -1.147 -4.557
H 4.071 0.338 -4.417
H 2.924 -0.064 -3.323
H 2.566 0.288 -5.015
N -4.865 0.942 -1.662
H -5.250 1.337 -2.517
H -5.174 0.003 -1.406
H -5.102 1.524 -0.858
H -3.813 0.848 -1.672
C -0.454 0.978 0.979
C -1.588 0.861 0.120
C -1.296 0.538 -1.391
O -2.235 0.354 -2.198
C 0.053 0.286 -1.821
C 1.120 0.362 -0.956
C 0.825 0.778 0.481
O 1.829 0.951 1.193
O 2.264 0.012 -1.358
O -2.780 0.907 0.501
H -0.578 1.346 1.988
H 0.110 -0.027 -2.857
C -1.974 4.009 -5.716
C -1.687 4.325 -4.223
C -0.770 3.155 -3.758
S 0.402 2.884 -5.126
O 0.642 1.459 -5.296
O 1.489 3.799 -4.950
C -0.720 3.478 -6.415
H -2.485 4.849 -6.180
H -2.686 3.179 -5.715
H -2.645 4.331 -3.714
H -1.093 5.235 -4.181
H -1.346 2.239 -3.604
H -0.332 3.313 -2.772
H -0.942 2.546 -6.932
H -0.142 4.146 -7.049
C -1.170 -3.486 2.599
C -1.082 -4.957 2.081
C -0.099 -5.098 0.937
S 0.514 -3.409 0.533
O -0.316 -2.795 -0.525
O 1.935 -3.416 0.328
C -0.010 -2.654 2.094
H -1.301 -3.525 3.681
H -2.138 -3.038 2.335
H -2.037 -5.455 1.926
H -0.666 -5.521 2.919
H -0.504 -5.552 0.034
H 0.776 -5.681 1.215
H -0.127 -1.590 1.901
H 0.784 -2.838 2.823
C 1.717 0.946 6.434
C 3.070 1.475 6.001
C 3.850 0.452 5.138
S 2.644 -0.909 4.753
O 2.786 -1.991 5.675
O 2.762 -1.155 3.313
C 1.195 0.063 5.285
H 1.088 1.768 6.766
H 1.883 0.305 7.304
H 3.697 1.759 6.843
H 2.925 2.286 5.286
H 4.805 0.084 5.498
H 3.977 0.924 4.165
H 0.408 -0.619 5.599
H 0.915 0.713 4.452

What are the Mulliken partial charges on each atom? They are as follows, in elementary charge units: atom 1 (N): -0.376, atom 2 (H): 0.247, atom 3 (H): 0.393, atom 4 (H): 0.356, atom 5 (H): 0.419, atom 6 (N): -0.134, atom 7 (H): 0.442, atom 8 (H): 0.393, atom 9 (H): -0.064, atom 10 (H): 0.497, atom 11 (N): -0.087, atom 12 (H): 0.116, atom 13 (H): 0.345, atom 14 (H): 0.411, atom 15 (H): 0.416, atom 16 (N): -0.251, atom 17 (H): 0.404, atom 18 (H): 0.450, atom 19 (H): 0.186, atom 20 (H): 0.281, atom 21 (N): -0.313, atom 22 (H): 0.386, atom 23 (H): 0.390, atom 24 (H): 0.377, atom 25 (H): 0.137, atom 26 (C): -1.455, atom 27 (C): 0.586, atom 28 (C): 0.927, atom 29 (O): -1.126, atom 30 (C): -0.212, atom 31 (C): 0.796, atom 32 (C): 0.512, atom 33 (O): -0.798, atom 34 (O): -1.174, atom 35 (O): -1.009, atom 36 (H): 0.422, atom 37 (H): 0.624, atom 38 (C): -0.619, atom 39 (C): -0.776, atom 40 (C): -0.253, atom 41 (S): 1.198, atom 42 (O): -0.751, atom 43 (O): -0.685, atom 44 (C): -0.728, atom 45 (H): 0.395, atom 46 (H): 0.253, atom 47 (H): 0.315, atom 48 (H): 0.373, atom 49 (H): -0.165, atom 50 (H): 0.601, atom 51 (H): 0.355, atom 52 (H): 0.427, atom 53 (C): -0.816, atom 54 (C): -0.684, atom 55 (C): -0.775, atom 56 (S): 1.149, atom 57 (O): -0.914, atom 58 (O): -0.736, atom 59 (C): 0.345, atom 60 (H): 0.459, atom 61 (H): 0.293, atom 62 (H): 0.363, atom 63 (H): 0.308, atom 64 (H): 0.405, atom 65 (H): 0.382, atom 66 (H): -0.176, atom 67 (H): 0.087, atom 68 (C): -0.731, atom 69 (C): -0.697, atom 70 (C): -0.568, atom 71 (S): 0.900, atom 72 (O): -0.600, atom 73 (O): -0.693, atom 74 (C): -0.363, atom 75 (H): 0.346, atom 76 (H): 0.355, atom 77 (H): 0.333, atom 78 (H): 0.319, atom 79 (H): 0.441, atom 80 (H): 0.242, atom 81 (H): 0.505, atom 82 (H): 0.065

---

Record 4
Here is the molecule C3H2N2O3 at a distorted geometry from the OMol25 dataset. Energies are from ωB97M-V with the def2-TZVPD basis set.

- Total energy: -12263.455 eV
- HOMO energy: -11.68 eV
- LUMO energy: -0.110 eV
- Charge: 0
- Energy above the lowest of the compared OMol25 structures with the same formula, charge and spin: 81.3 kcal/mol

Atoms and positions in Å:
O -0.769 -2.407 -0.079
C -0.811 -1.361 -0.558
O -1.427 -1.018 -1.701
C 0.107 -0.215 -0.017
N 0.835 -0.306 1.086
C 1.142 1.150 1.210
N 0.474 1.957 0.478
O -0.108 1.025 -0.385
H -1.521 -0.162 -1.932
H 2.078 1.337 1.899

What are the Mulliken partial charges on each atom? They are as follows, in elementary charge units: atom 1 (O): -0.390, atom 2 (C): 0.345, atom 3 (O): -0.436, atom 4 (C): 0.688, atom 5 (N): -0.469, atom 6 (C): 0.076, atom 7 (N): -0.296, atom 8 (O): -0.171, atom 9 (H): 0.340, atom 10 (H): 0.314

---

Record 5
Here is a cluster of 2 separate species, H2N2O3S in total at a distorted geometry from the OMol25 dataset. Energies are from ωB97M-V with the def2-TZVPD basis set.

- Total energy: -19985.237 eV
- HOMO energy (alpha / beta): -10.66 / -8.39 eV
- LUMO energy (alpha / beta): -1.053 / -2.654 eV
- Charge: 0
- Energy above the lowest of the compared OMol25 structures with the same formula, charge and spin: 61.2 kcal/mol

Atoms and positions in Å:
N -1.650 -0.066 -0.114
N 2.437 -0.726 -0.217
O 2.310 -1.448 0.735
O 1.527 0.051 -0.629
O -0.833 2.154 0.897
S -0.664 1.299 -0.266
H -1.792 -0.557 -0.989
H -1.335 -0.707 0.582

What are the Mulliken partial charges on each atom? They are as follows, in elementary charge units: atom 1 (N): -0.498, atom 2 (N): 0.535, atom 3 (O): -0.388, atom 4 (O): -0.364, atom 5 (O): -0.412, atom 6 (S): 0.546, atom 7 (H): 0.297, atom 8 (H): 0.286

---

Record 6
Here is a structure of composition CH4CsO at a distorted geometry from the OMol25 dataset. Energies are from ωB97M-V with the def2-TZVPD basis set.

- Total energy: -3689.978 eV
- HOMO energy: -15.64 eV
- LUMO energy: -3.922 eV
- Charge: +1
- Energy above the lowest of the compared OMol25 structures with the same formula, charge and spin: 40.6 kcal/mol

Atoms and positions in Å:
Cs 1.230 2.212 -1.015
C -0.207 -0.547 0.496
O 0.422 0.083 -0.653
H 0.377 -1.419 0.788
H -0.465 0.164 1.281
H -1.097 -1.096 0.189
H -0.259 0.603 -1.086

What are the Mulliken partial charges on each atom? They are as follows, in elementary charge units: atom 1 (Cs): 0.985, atom 2 (C): -0.564, atom 3 (O): -0.686, atom 4 (H): 0.249, atom 5 (H): 0.275, atom 6 (H): 0.294, atom 7 (H): 0.446

---

Record 7
Here is the ion C5H12NO2 with charge -1 at a distorted geometry from the OMol25 dataset. Energies are from ωB97M-V with the def2-TZVPD basis set.

- Total energy: -10963.606 eV
- HOMO energy: -2.70 eV
- LUMO energy: 3.430 eV
- Charge: -1
- Energy above the lowest of the compared OMol25 structures with the same formula, charge and spin: 78.0 kcal/mol

Atoms and positions in Å:
C 0.011 2.739 -0.305
N 0.639 1.450 -0.502
C -0.149 0.357 0.067
C 0.332 0.140 1.595
O 1.246 1.063 1.973
C 0.063 -0.880 -0.836
C -0.487 -2.194 -0.282
O 0.084 -3.357 -0.952
H -1.056 2.599 -0.168
H 0.352 3.254 0.601
H 0.207 3.418 -1.143
H 1.401 1.470 0.199
H -1.223 0.544 0.074
H -0.582 0.159 2.231
H 0.732 -0.897 1.661
H -0.455 -0.709 -1.789
H 1.120 -1.023 -1.072
H -0.162 -2.318 0.746
H -1.558 -2.214 -0.421
H -0.515 -3.601 -1.677

What are the Mulliken partial charges on each atom? They are as follows, in elementary charge units: atom 1 (C): -0.796, atom 2 (N): -0.619, atom 3 (C): 0.304, atom 4 (C): -0.195, atom 5 (O): -0.945, atom 6 (C): -0.898, atom 7 (C): -0.307, atom 8 (O): -0.560, atom 9 (H): 0.263, atom 10 (H): 0.276, atom 11 (H): 0.274, atom 12 (H): 0.352, atom 13 (H): 0.365, atom 14 (H): 0.161, atom 15 (H): 0.047, atom 16 (H): 0.235, atom 17 (H): 0.242, atom 18 (H): 0.239, atom 19 (H): 0.269, atom 20 (H): 0.294

---

Record 8
Here is a structure of composition CCl6P at a distorted geometry from the OMol25 dataset. Energies are from ωB97M-V with the def2-TZVPD basis set.

- Total energy: -85453.775 eV
- HOMO energy: -15.87 eV
- LUMO energy: -4.806 eV
- Charge: +1
- Energy above the lowest of the compared OMol25 structures with the same formula, charge and spin: 11.5 kcal/mol

Atoms and positions in Å:
C 1.043 0.184 0.057
P -0.822 -0.181 0.026
Cl 1.218 0.346 -1.820
Cl 1.802 -1.234 0.858
Cl 1.367 1.664 0.878
Cl -1.761 0.119 1.739
Cl -1.667 1.094 -1.159
Cl -1.180 -1.994 -0.579

What are the Mulliken partial charges on each atom? They are as follows, in elementary charge units: atom 1 (C): 0.267, atom 2 (P): 0.875, atom 3 (Cl): -0.055, atom 4 (Cl): -0.016, atom 5 (Cl): 0.016, atom 6 (Cl): -0.050, atom 7 (Cl): -0.023, atom 8 (Cl): -0.014